No. 1
Formula: C5H8O3
Source: the Open Molecules 2025 dataset
Level of theory: ωB97M-V with the def2-TZVPD basis set

Values from the calculation:
HOMO (spin up / spin down) ... -0.2842 / -0.2842 Eh
F_max ... 8.1 eV/A
Calculated total energy ... -11453.850 eV
Kohn-Sham gap (spin up / spin down) ... 8.10 / 8.10 eV
SMILES string ... CO/C(C=O)=C(\C)O

Element x y z (Å)
C (-1.751, -1.472, -0.950)
O (-0.683, -0.995, -0.149)
C (-0.385, 0.346, -0.055)
C (-1.356, 1.450, 0.226)
O (-2.535, 1.253, 0.455)
C (1.133, 0.656, 0.294)
C (2.069, -0.452, 0.528)
O (1.454, 1.992, 0.459)
H (-2.194, -2.265, -0.256)
H (-1.388, -1.862, -1.994)
H (-2.522, -0.740, -1.207)
H (-0.880, 2.393, 0.218)
H (3.016, -0.077, 0.435)
H (1.736, -1.327, -0.033)
H (1.860, -0.867, 1.559)
H (2.426, 1.967, 0.471)

Atoms 1-3, force components in eV/Å:
-0.40 -1.29 -0.69
0.53 1.07 0.36
5.52 1.52 1.45

No. 2
Formula: C5H8O3
Source: the Open Molecules 2025 dataset
Level of theory: ωB97M-V with the def2-TZVPD basis set

Values from the calculation:
HOMO ... -0.3636 Eh
F_max ... 2.1 eV/A
Calculated total energy ... -11454.040 eV
Kohn-Sham gap ... 10.77 eV
SMILES string ... C#COCO[C@H](C)O

Element x y z (Å)
C (-1.947, 1.235, 1.798)
C (-2.009, 0.506, 0.842)
O (-2.142, -0.098, -0.349)
C (-1.186, -1.122, -0.519)
O (-0.028, -0.799, 0.215)
C (0.829, 0.243, -0.292)
C (2.145, -0.349, -0.765)
O (1.095, 1.146, 0.721)
H (-2.141, 1.783, 2.671)
H (-1.537, -2.068, -0.091)
H (-1.019, -1.198, -1.605)
H (0.299, 0.734, -1.131)
H (2.615, -0.867, 0.064)
H (1.979, -1.039, -1.586)
H (2.788, 0.461, -1.094)
H (0.258, 1.432, 1.121)

Atoms 1-3, force components in eV/Å:
-0.36 -0.75 -0.87
-0.74 0.20 -1.12
-0.25 1.16 1.67

No. 3
Formula: C5H8O3
Source: the Open Molecules 2025 dataset
Level of theory: ωB97M-V with the def2-TZVPD basis set

Values from the calculation:
HOMO ... -0.3080 Eh
F_max ... 5.0 eV/A
Calculated total energy ... -11450.988 eV
Kohn-Sham gap ... 9.06 eV
SMILES string ... C=C(OO)/C(C)=C\O

Element x y z (Å)
C (-1.933, -0.780, 0.822)
C (-0.735, -0.495, 0.361)
O (0.136, -1.686, -0.356)
O (0.786, -1.986, -1.583)
C (0.104, 0.626, 0.172)
C (-0.494, 1.855, -0.460)
C (1.456, 0.418, 0.157)
O (2.135, -0.475, 0.900)
H (-2.361, -1.758, 0.662)
H (-2.466, -0.081, 1.448)
H (1.691, -2.186, -1.294)
H (0.272, 2.602, -0.657)
H (-1.232, 2.302, 0.206)
H (-0.988, 1.600, -1.396)
H (2.120, 1.191, -0.209)
H (1.512, -1.146, 1.226)

Atoms 1-3, force components in eV/Å:
0.50 -0.77 -0.13
1.42 -1.28 -2.71
-2.36 -2.33 3.73

No. 4
Formula: C5H8O3
Source: the Open Molecules 2025 dataset
Level of theory: ωB97M-V with the def2-TZVPD basis set

Values from the calculation:
HOMO ... -0.3334 Eh
F_max ... 5.8 eV/A
Calculated total energy ... -11452.355 eV
Kohn-Sham gap ... 9.85 eV
SMILES string ... CO[C@H]1COC=CO1

Element x y z (Å)
C (-1.615, -0.343, -0.982)
O (-1.607, 0.731, 0.125)
C (-0.299, 0.822, 0.764)
C (0.151, -0.505, 1.278)
O (0.763, -1.271, 0.311)
C (1.550, -0.402, -0.551)
C (1.460, 0.915, -0.699)
O (0.625, 1.742, 0.203)
H (-2.671, -0.727, -1.466)
H (-0.952, -1.271, -0.414)
H (-1.142, 0.037, -1.946)
H (-0.659, 1.222, 1.825)
H (-0.728, -0.985, 1.875)
H (0.896, -0.335, 1.953)
H (2.073, -1.144, -1.133)
H (2.156, 1.513, -1.142)

Atoms 1-3, force components in eV/Å:
0.48 -1.68 0.55
0.91 -1.35 -2.32
-4.10 2.00 3.53

No. 5
Formula: C5H8O3
Source: the Open Molecules 2025 dataset
Level of theory: ωB97M-V with the def2-TZVPD basis set

Values from the calculation:
HOMO ... -0.3433 Eh
F_max ... 3.7 eV/A
Calculated total energy ... -11455.636 eV
Kohn-Sham gap ... 9.94 eV
SMILES string ... C[C@]1(O)C[C@H](O)C1=O

Element x y z (Å)
C (-0.249, 0.774, 1.763)
C (0.365, -0.056, 0.597)
O (1.369, -0.931, 1.029)
C (0.731, 0.647, -0.701)
C (-0.024, -0.464, -1.526)
O (-0.709, -0.063, -2.646)
C (-0.726, -0.727, -0.179)
O (-1.785, -1.253, 0.157)
H (-1.070, 0.149, 2.204)
H (-0.713, 1.709, 1.360)
H (0.499, 1.025, 2.530)
H (1.074, -1.279, 1.875)
H (0.096, 1.551, -0.772)
H (1.776, 0.945, -0.921)
H (0.677, -1.249, -1.848)
H (-1.311, -0.778, -2.922)

Atoms 1-3, force components in eV/Å:
-0.37 -0.17 -0.42
-0.53 1.62 1.64
0.19 -0.24 -0.02

No. 6
Formula: C5H8O4
Source: the Open Molecules 2025 dataset
Level of theory: ωB97M-V with the def2-TZVPD basis set

Values from the calculation:
HOMO ... -0.3335 Eh
F_max ... 5.0 eV/A
Calculated total energy ... -13500.772 eV
Kohn-Sham gap ... 9.79 eV
SMILES string ... C#C[C@](O)(CO)C(O)O

Element x y z (Å)
C (-0.011, 1.198, 2.475)
C (0.000, 0.599, 1.444)
C (0.450, -0.278, 0.354)
O (1.289, -1.280, 0.888)
C (1.425, 0.741, -0.889)
O (0.679, 0.980, -1.979)
C (-0.649, -1.015, -0.398)
O (-1.373, -1.795, 0.538)
O (-1.421, 0.057, -0.949)
H (-0.060, 1.787, 3.404)
H (1.987, -0.765, 1.249)
H (2.228, 0.136, -1.170)
H (1.630, 1.627, -0.220)
H (-0.144, 1.318, -1.714)
H (-0.430, -1.675, -1.208)
H (-1.339, -1.537, 1.480)
H (-2.313, 0.046, -0.612)

Atoms 1-3, force components in eV/Å:
-0.34 1.47 1.96
0.41 -0.92 -1.17
1.84 0.36 -2.70

- F_max of number 1 (C5H8O3)?
  8.1 eV/A

- What is the formula in the third record?
  C5H8O3

Please write out number 2 again, unchanged.
Formula: C5H8O3
Source: the Open Molecules 2025 dataset
Level of theory: ωB97M-V with the def2-TZVPD basis set

Values from the calculation:
HOMO ... -0.3636 Eh
F_max ... 2.1 eV/A
Calculated total energy ... -11454.040 eV
Kohn-Sham gap ... 10.77 eV
SMILES string ... C#COCO[C@H](C)O

Element x y z (Å)
C (-1.947, 1.235, 1.798)
C (-2.009, 0.506, 0.842)
O (-2.142, -0.098, -0.349)
C (-1.186, -1.122, -0.519)
O (-0.028, -0.799, 0.215)
C (0.829, 0.243, -0.292)
C (2.145, -0.349, -0.765)
O (1.095, 1.146, 0.721)
H (-2.141, 1.783, 2.671)
H (-1.537, -2.068, -0.091)
H (-1.019, -1.198, -1.605)
H (0.299, 0.734, -1.131)
H (2.615, -0.867, 0.064)
H (1.979, -1.039, -1.586)
H (2.788, 0.461, -1.094)
H (0.258, 1.432, 1.121)

Atoms 1-3, force components in eV/Å:
-0.36 -0.75 -0.87
-0.74 0.20 -1.12
-0.25 1.16 1.67